Entry 1:
{
  "formula": "H12O6",
  "method": "ωB97M-V with the def2-TZVPD basis set",
  "charge": 0,
  "gap_ev": 9.74,
  "lumo_energy_ev": -0.460,
  "relative_energy_ev": 2.9814,
  "smiles": "O.O.O.O.O.O",
  "total_energy_ha": -458.5629,
  "symbols": ["O", "H", "H", "O", "H", "H", "O", "H", "H", "O", "H", "H", "O", "H", "H", "O", "H", "H"],
  "coordinates": [[-3.362, 0.434, 0.031], [-2.496, 0.381, -0.184], [-3.289, 1.219, 0.721], [0.597, -2.146, 0.364], [1.205, -2.181, -0.433], [1.015, -1.760, 1.077], [1.263, 1.931, 0.785], [2.157, 2.254, 0.499], [0.850, 2.923, 0.894], [2.219, -0.420, 2.018], [1.877, 0.199, 1.296], [2.848, -1.095, 1.622], [-0.684, 0.079, -0.376], [0.093, 0.814, -0.077], [-0.454, -0.894, -0.119], [-1.176, -0.516, -3.163], [-0.826, -0.128, -2.145], [-1.845, -1.092, -2.814]],
  "nbo_charge": [-0.93, 0.47, 0.45, -0.94, 0.49, 0.49, -0.97, 0.49, 0.51, -0.96, 0.49, 0.47, -1.06, 0.52, 0.52, -0.99, 0.49, 0.46]
}

=====

Entry 2:
{
  "formula": "C28H28Br2F6N8O5S2Ti",
  "method": "ωB97M-V with the def2-TZVPD basis set",
  "charge": 0,
  "gap_ev": [5.56, 4.73],
  "lumo_energy_ev": [-1.244, -2.466],
  "relative_energy_ev": 5.7609,
  "multiplicity": 3,
  "total_energy_ha": -9290.9644,
  "symbols": ["Ti", "C", "C", "N", "C", "C", "N", "C", "C", "N", "H", "H", "H", "H", "H", "H", "H", "H", "H", "H", "H", "H", "H", "H", "H", "Br", "C", "C", "C", "C", "C", "C", "N", "N", "C", "C", "C", "C", "O", "C", "N", "C", "C", "C", "C", "H", "H", "H", "H", "H", "H", "H", "H", "H", "F", "C", "F", "F", "S", "O", "O", "N", "S", "O", "O", "C", "F", "F", "F", "Br", "C", "C", "C", "N", "C", "C", "H", "H", "H", "H"],
  "coordinates": [[-0.998, -0.736, 1.323], [0.423, 1.929, 3.734], [-1.063, 1.788, 3.383], [-1.481, 0.399, 3.125], [-1.361, -0.494, 4.291], [0.034, -1.143, 4.361], [0.636, -1.315, 3.026], [2.078, -1.047, 3.071], [2.368, 0.458, 3.298], [1.324, 1.315, 2.772], [0.592, 1.539, 4.744], [0.655, 3.004, 3.768], [-1.274, 2.370, 2.479], [-1.643, 2.212, 4.218], [-2.476, 0.432, 2.882], [-2.112, -1.284, 4.188], [-1.553, 0.058, 5.222], [-0.065, -2.108, 4.866], [0.703, -0.523, 4.961], [0.498, -2.303, 2.755], [2.501, -1.352, 2.115], [2.560, -1.633, 3.866], [3.299, 0.710, 2.781], [2.528, 0.678, 4.358], [0.804, 0.773, 2.075], [3.712, 1.961, -5.395], [1.843, 2.256, -5.204], [1.051, 1.283, -4.609], [-0.293, 1.505, -4.434], [-0.870, 2.724, -4.850], [-0.057, 3.665, -5.513], [1.290, 3.443, -5.669], [-2.169, 3.033, -4.651], [-2.998, 2.472, -3.896], [-2.899, 1.929, -2.690], [-3.975, 1.117, -2.257], [-3.915, 0.380, -1.102], [-2.756, 0.402, -0.309], [-2.615, -0.255, 0.821], [-1.683, 1.260, -0.657], [-0.628, 1.273, 0.217], [0.298, 2.212, 0.016], [0.221, 3.164, -0.989], [-0.817, 3.118, -1.907], [-1.780, 2.119, -1.786], [1.478, 0.350, -4.281], [-0.909, 0.734, -3.996], [-0.504, 4.582, -5.861], [1.916, 4.182, -6.145], [-4.842, 1.054, -2.895], [-4.728, -0.262, -0.802], [1.123, 2.253, 0.716], [0.965, 3.944, -1.045], [-0.892, 3.869, -2.677], [-1.793, -3.646, 4.090], [-0.610, -4.153, 3.557], [-0.998, -4.937, 2.507], [-0.152, -5.016, 4.518], [-2.726, -3.176, 1.560], [-1.514, -2.221, 2.010], [-3.893, -2.321, 1.609], [-2.248, -3.227, -0.097], [-0.778, -2.929, -0.203], [0.220, -3.617, 0.559], [-0.430, -1.457, -0.251], [-0.389, -3.304, -2.023], [-0.639, -2.208, -2.756], [-1.101, -4.304, -2.531], [0.901, -3.609, -2.210], [4.872, -2.118, -3.755], [3.786, -1.550, -2.306], [3.390, -0.226, -2.213], [2.576, 0.130, -1.151], [2.171, -0.708, -0.206], [2.579, -1.969, -0.305], [3.382, -2.445, -1.330], [3.716, 0.504, -2.936], [2.237, 1.151, -1.055], [2.230, -2.657, 0.453], [3.673, -3.481, -1.354]],
  "mulliken_spin": [0.77, -0.01, 0.00, -0.01, 0.00, -0.01, 0.06, 0.01, 0.00, -0.01, 0.00, 0.00, 0.00, 0.00, 0.01, 0.00, 0.00, 0.00, 0.00, -0.03, 0.00, 0.00, 0.00, 0.00, 0.06, 0.00, 0.06, -0.02, 0.05, -0.03, 0.05, -0.03, 0.13, -0.06, 0.05, -0.08, 0.06, -0.09, -0.05, 0.01, -0.06, 0.05, -0.04, 0.03, -0.02, 0.00, 0.00, 0.00, 0.00, 0.00, 0.00, -0.01, 0.00, 0.01, 0.07, 0.76, 0.08, 0.08, 0.01, 0.07, 0.01, 0.00, 0.01, 0.00, 0.03, 0.00, 0.00, 0.00, 0.00, 0.00, 0.00, 0.00, 0.01, 0.00, 0.01, 0.00, 0.00, 0.00, 0.00, 0.00]
}

=====

Entry 3:
{
  "formula": "C4H6N2O",
  "method": "ωB97M-V with the def2-TZVPD basis set",
  "charge": 0,
  "gap_ev": 11.32,
  "lumo_energy_ev": 0.687,
  "relative_energy_ev": 1.7958,
  "smiles": "[H]/N=C/OCCC#N",
  "total_energy_ha": -340.7289,
  "symbols": ["H", "N", "C", "O", "C", "C", "C", "N", "H", "H", "H", "H", "H"],
  "coordinates": [[-2.402, 1.593, -1.068], [-2.033, 0.644, -1.035], [-1.618, 0.413, 0.130], [-1.085, -0.785, 0.498], [0.158, -1.139, -0.083], [1.300, -0.309, 0.544], [1.707, 0.843, -0.267], [2.043, 1.733, -0.924], [-1.652, 1.111, 0.972], [0.132, -1.027, -1.172], [0.300, -2.193, 0.163], [0.964, 0.045, 1.525], [2.185, -0.929, 0.718]],
  "nbo_charge": [0.35, -0.64, 0.39, -0.53, -0.05, -0.55, 0.28, -0.32, 0.14, 0.21, 0.20, 0.26, 0.26]
}

=====

Entry 4:
{
  "formula": "C3H7N4",
  "method": "ωB97M-V with the def2-TZVPD basis set",
  "charge": 1,
  "gap_ev": [9.05, 7.42],
  "lumo_energy_ev": [-5.400, -6.170],
  "relative_energy_ev": 6.1033,
  "total_energy_ha": -337.0800,
  "symbols": ["C", "C", "C", "N", "N", "N", "N", "H", "H", "H", "H", "H", "H", "H"],
  "coordinates": [[1.048, -0.274, 1.587], [1.351, -1.420, 0.556], [-0.635, 1.177, 0.462], [0.227, 0.623, 1.484], [0.924, -1.334, -0.563], [-0.148, 0.979, -0.833], [-0.879, 0.124, -1.723], [1.585, -0.412, 2.513], [1.869, -2.231, 1.056], [-1.644, 0.774, 0.657], [-0.645, 2.250, 0.687], [-0.337, -0.782, -1.766], [-0.846, 0.576, -2.650], [-1.870, -0.050, -1.468]],
  "nbo_charge": [0.13, -0.04, -0.18, -0.30, -0.25, -0.08, -0.59, 0.23, 0.26, 0.21, 0.26, 0.48, 0.45, 0.42]
}